1.
36
Properties=species:S:1:pos:R:3:forces:R:3 method="wB97M-V/def2-TZVPD" gap_ev=8.5325 e_lumo_ev=-0.24 e_homo_ev=-8.8 smiles=Cc1ccncc1-c1cc(F)cc(-n2nnc(-c3ncc[nH]3)n2)c1
C 3.757912 2.465883 1.769893 -0.5 1.8 0.4
C 3.464676 2.717626 0.336247 0.4 -0.8 -1.0
C 4.438021 3.298371 -0.462080 -0.4 0.0 -1.3
C 4.342642 3.266204 -1.863707 -0.6 -0.2 0.7
N 3.285547 2.726456 -2.480573 -0.5 0.3 0.2
C 2.270044 2.270483 -1.720358 1.8 0.2 0.9
C 2.340280 2.171474 -0.310281 0.2 0.6 -1.1
C 1.221320 1.530128 0.395751 -0.3 -0.8 0.5
C 0.678481 2.130075 1.517468 -1.3 -0.1 0.4
C -0.471027 1.535679 2.091790 0.8 0.2 -0.8
F -1.097369 2.145840 3.097349 0.0 0.3 0.4
C -1.045609 0.374030 1.615744 1.9 -0.3 -1.7
C -0.432366 -0.281723 0.526534 0.8 1.4 0.1
N -0.989611 -1.455240 -0.061520 0.0 -0.8 -0.8
N -0.464332 -2.015747 -1.173373 0.0 1.2 0.0
N -1.332567 -2.823072 -1.657078 0.1 -0.6 1.0
C -2.355091 -2.846935 -0.740487 -1.2 -0.7 -1.2
C -3.578822 -3.689731 -0.881921 -1.8 -0.7 0.6
N -3.845850 -4.613796 -1.787495 -1.0 0.4 0.3
C -5.149826 -5.081974 -1.498577 1.5 0.3 0.9
C -5.616994 -4.521830 -0.335016 0.5 -0.1 -1.3
N -4.664238 -3.599754 0.023587 1.3 0.7 0.4
N -2.184689 -1.980166 0.213828 0.2 0.7 0.9
C 0.696271 0.311453 -0.068698 -0.7 0.4 0.9
H 3.273596 3.291122 2.344330 0.4 -0.8 0.1
H 3.350071 1.523274 2.044007 -0.3 -0.7 0.6
H 4.819584 2.497160 1.981892 0.1 0.0 -0.1
H 5.312633 3.737520 -0.044017 0.6 0.2 0.5
H 5.160188 3.678629 -2.475577 -0.5 -0.3 0.2
H 1.407513 1.886982 -2.222906 -0.4 -0.1 -0.4
H 1.043637 3.112115 1.825862 -0.3 -0.4 0.2
H -1.926074 -0.031974 1.972570 -1.6 -0.5 1.1
H -5.654214 -5.876200 -2.023626 0.3 0.1 -0.3
H -6.545591 -4.812931 0.150802 0.4 0.7 0.3
H -4.677923 -2.945916 0.815140 -0.1 -0.7 -0.6
H 1.169776 -0.093515 -0.915508 0.3 -0.8 -0.9



2.
74
Properties=species:S:1:pos:R:3:forces:R:3 method="wB97M-V/def2-TZVPD" gap_ev=6.2711 e_lumo_ev=3.17 e_homo_ev=-3.1 total_charge=-2
Na 0.813766 0.182155 1.189979 0.5 0.7 0.9
As 4.636426 -0.333875 1.962459 0.9 0.0 2.3
F 6.328976 -0.123485 2.528369 -1.0 -0.2 -0.5
F 4.091196 0.543825 3.425649 0.4 -1.1 -1.5
F 2.956866 -0.624435 1.476589 0.4 0.4 -0.3
F 5.253496 -1.135595 0.515199 -0.5 0.3 0.4
F 4.567626 -1.915655 2.795919 0.2 1.3 -0.7
F 4.750486 1.203585 1.134179 -0.3 -0.6 0.0
As 0.284396 -1.779075 4.566009 1.2 -0.6 0.7
F -0.200634 -0.912155 3.055049 0.4 -0.8 0.6
F 1.779476 -2.462565 3.853389 -1.7 0.7 0.3
F 0.704516 -2.630105 6.110749 -0.7 0.6 -1.4
F -1.146904 -1.063605 5.378999 0.6 -1.0 -0.8
F -0.591534 -3.247005 3.952579 0.4 1.6 0.8
F 1.174436 -0.380005 5.093249 -0.4 -0.7 -0.4
O 1.303236 4.388665 2.238839 0.1 1.2 0.6
C 1.229056 3.063465 2.004199 0.5 -2.6 1.3
O 1.328046 2.223175 2.895379 -0.3 0.5 1.4
O 1.078416 2.747895 0.825999 -0.7 -0.3 -3.9
H 1.302286 4.687025 1.326379 0.0 0.6 -0.2
C 1.333926 1.010765 -4.927301 0.4 -0.1 -0.1
C 0.267896 0.984615 -3.779691 1.4 -0.4 -2.1
C 0.861086 0.901875 -2.382551 0.7 1.8 1.0
F -0.066504 0.674165 -1.461331 -1.5 -1.1 0.6
F 1.826986 -0.031605 -2.281871 -0.1 -0.3 -0.5
F -0.550854 2.019715 -3.918941 -0.4 1.1 0.5
F -0.466474 -0.098725 -4.088671 -0.4 -1.1 0.4
O 2.030226 2.258545 -5.023591 0.5 1.4 -1.8
C 2.181756 2.792355 -6.368301 0.0 -0.4 3.0
C 2.946056 4.180845 -6.341291 2.3 -1.6 0.9
F 3.141656 4.675495 -7.573091 -0.5 -0.3 -0.8
F 2.375356 5.121965 -5.611351 -1.3 0.2 0.4
F 2.764656 1.844965 -7.126351 0.6 0.4 -0.2
F 1.018656 3.031515 -6.903161 -2.0 0.1 -0.8
H 0.893736 0.753175 -5.890611 -0.7 0.2 0.2
H 2.040636 0.198945 -4.755221 0.2 0.1 0.3
H 1.236116 1.859875 -2.022421 0.7 0.3 -0.8
H 3.935856 4.021665 -5.913421 0.1 -0.3 0.1
C -2.175094 -4.169095 -1.016961 0.5 0.1 -0.1
C -1.226514 -3.392295 -0.087751 -0.9 0.7 -1.0
C -0.046074 -2.766085 -0.911781 0.6 -1.3 0.8
F -0.447944 -1.970525 -1.922491 -0.8 -0.1 0.1
F 0.794576 -2.055215 -0.144941 -0.1 0.1 0.4
F -1.989334 -2.453345 0.500539 -0.9 1.8 -0.8
F -0.936824 -4.107145 0.975689 2.1 -1.7 0.2
O -1.459814 -5.152335 -1.856221 -1.0 0.3 -0.2
C -2.262344 -5.617165 -2.926241 1.7 -0.3 3.1
C -1.394734 -6.607955 -3.744151 2.1 1.6 -1.0
F -0.862164 -7.632455 -3.114981 -0.3 -1.4 2.1
F -1.979144 -7.125315 -4.817571 -1.5 0.1 -0.9
F -3.322394 -6.215685 -2.367601 -0.9 -0.3 -0.6
F -2.649144 -4.565725 -3.624351 -0.6 0.0 -1.2
H -2.686724 -3.422615 -1.624491 0.1 -0.2 -0.2
H -2.882014 -4.581955 -0.297301 -0.1 -0.7 -0.4
H 0.487396 -3.610785 -1.347651 0.3 0.0 0.0
H -0.497204 -6.084005 -4.072821 -0.3 0.9 -0.3
C -2.708954 1.952235 4.702339 0.3 0.3 1.0
C -1.612984 2.946465 5.216239 -1.3 -1.9 -2.3
C -1.519504 4.137025 4.336269 3.4 -0.6 -1.8
F -2.608534 4.823065 4.208319 -3.6 0.6 -0.4
F -0.654284 5.040965 4.774819 1.8 1.1 1.6
F -1.989484 3.297565 6.412909 -0.9 0.9 2.9
F -0.464464 2.303595 5.302939 0.9 0.0 -0.1
O -2.479664 1.432835 3.407709 -0.6 -0.1 -1.9
C -3.329604 1.778025 2.321029 2.4 1.3 4.5
C -2.944964 0.950475 1.140459 -0.6 -3.7 -1.0
F -3.481184 1.435925 0.022379 -0.3 1.4 -1.0
F -1.633404 0.720145 0.939959 0.4 1.2 0.4
F -4.592434 1.693425 2.781029 -0.6 -0.6 -1.1
F -3.147394 3.071825 2.020339 -0.1 0.7 -0.5
H -3.673584 2.424025 4.889409 -0.1 0.1 -0.6
H -2.636774 1.130555 5.414889 0.1 -0.3 -0.2
H -1.064084 3.825415 3.396269 -0.6 -0.3 -0.5
H -3.337644 -0.066245 1.153779 -0.4 -0.1 1.0



3.
36
Properties=species:S:1:pos:R:3:forces:R:3 method="wB97M-V/def2-TZVPD" gap_ev=6.3494 e_lumo_ev=-1.07 e_homo_ev=-7.4
Be -15.100282 0.188912 4.713849 1.5 1.5 1.0
S -13.033167 0.163785 4.653090 0.1 0.5 0.7
C -12.840198 0.731593 6.329899 -1.3 1.1 -0.7
C -11.597302 0.643413 6.904249 1.2 -0.8 -0.6
C -11.318298 1.251402 8.106636 -2.0 1.9 0.4
C -10.129543 1.166682 8.817957 3.8 -1.3 1.1
N -9.133099 0.951829 9.386259 -1.7 0.6 -0.9
C -12.277229 2.113060 8.683628 -1.8 -2.2 -2.2
C -13.617562 2.106862 8.171553 2.0 0.7 0.7
C -13.910379 1.485414 6.996340 0.9 -1.6 -1.1
S -15.529909 1.605360 6.321446 0.2 -0.9 -0.7
C -11.899562 2.915514 9.731265 1.1 3.2 4.2
N -11.570014 3.628210 10.608166 -0.9 -1.8 -2.2
H -10.751856 0.172300 6.362822 -0.8 0.1 0.4
H -14.351207 2.702619 8.667492 -0.4 0.3 0.2
O -15.461138 -1.261222 5.255712 -1.2 -1.3 2.0
C -15.587237 -2.485385 4.489862 0.6 -0.5 0.7
C -14.499839 -2.477944 3.460350 0.9 -0.5 -1.8
C -14.567839 -1.372193 2.307628 1.0 -0.1 -2.0
C -15.740695 -0.396340 2.161342 0.2 1.1 2.8
C -16.609720 -0.304757 1.076491 1.0 -1.0 -0.7
C -17.725742 0.509331 1.098334 -0.7 1.5 1.8
C -17.933841 1.245436 2.299283 0.6 -1.2 -1.1
C -17.003269 1.203537 3.336011 -0.2 0.9 -0.2
N -15.896255 0.464062 3.295686 -1.3 -2.0 -3.0
H -15.773707 -1.247458 6.198660 0.3 -0.2 -1.2
H -16.570489 -2.480557 4.054013 -0.5 -0.1 -0.3
H -15.472184 -3.421091 5.108840 -0.2 1.3 -0.2
H -14.568625 -3.434290 2.882477 -0.2 0.5 0.7
H -13.467484 -2.508967 3.911314 -1.2 0.4 -0.3
H -14.511539 -1.949127 1.314505 -0.1 0.9 1.4
H -13.625314 -0.738805 2.293392 -1.1 -0.7 0.3
H -16.378759 -0.929613 0.196351 -0.2 0.3 0.6
H -18.480610 0.640430 0.295707 0.9 -0.5 0.5
H -18.845151 1.773772 2.433758 -0.4 0.6 0.1
H -17.116206 1.869195 4.212480 0.0 -0.6 -0.5



4.
61
Properties=species:S:1:pos:R:3:forces:R:3 method="wB97M-V/def2-TZVPD" gap_ev=7.3095 e_lumo_ev=-1.92 e_homo_ev=-9.2
O 3.577785 -1.453986 1.428644 2.6 1.3 1.1
C 2.568485 -1.871911 1.066724 -3.4 -1.7 -1.1
O 2.468830 -2.979246 0.226333 -0.8 0.8 0.2
C 1.133132 -3.131384 -0.108307 -1.2 1.6 1.7
O 0.731129 -3.914837 -0.846423 -0.5 -2.4 -2.4
C 0.225181 -2.135581 0.685894 2.8 0.5 -0.5
S -1.565965 -2.071149 0.677512 -0.9 -3.8 2.9
O -2.022376 -3.283454 0.056558 0.5 1.2 -1.5
O -2.029715 -2.076691 2.096381 2.2 2.9 -3.2
C -2.260020 -0.693482 -0.392499 1.2 1.1 -0.9
F -1.211858 -0.271312 -1.160977 -0.3 -0.2 0.6
F -3.154258 -1.205578 -1.229469 0.0 0.1 0.9
C -2.805478 0.573245 0.346864 -1.1 1.1 -0.9
F -1.844337 1.263927 0.983106 -0.1 -0.9 0.0
F -3.251647 1.406843 -0.638295 0.2 -0.6 0.1
C -4.031745 0.337901 1.296976 0.0 0.5 1.7
F -4.972012 1.274536 1.175045 0.3 -0.2 -0.6
F -3.579855 0.447715 2.562338 -0.1 -0.3 -0.5
F -4.598141 -0.850014 1.122729 0.2 0.3 -0.6
C 1.132656 -1.414131 1.362508 -1.4 1.5 1.6
C 0.859981 -0.263548 2.339393 0.5 0.2 -1.0
C 1.607204 1.014623 1.812793 -0.5 0.1 0.3
C 1.177548 1.475621 0.386663 1.0 0.4 0.0
O 2.263218 2.279152 -0.137875 -0.5 -0.6 0.0
H -0.223807 -0.047354 2.417667 0.5 -0.4 -0.1
H 1.211785 -0.555730 3.345839 0.0 0.2 -0.5
H 1.420203 1.846189 2.530833 0.2 -0.5 -0.5
H 2.701785 0.843373 1.798634 -0.7 0.0 0.0
H 1.039721 0.639831 -0.335945 -0.3 0.3 0.7
H 0.279249 2.119643 0.374226 0.4 -0.5 0.1
H 2.817484 1.631704 -0.598214 0.1 0.6 0.0
C 2.606061 1.567574 -4.302881 0.1 0.2 -0.1
Br 3.540461 3.174411 -3.781222 -0.1 -0.2 0.0
Br 2.452443 0.317486 -2.835359 0.0 -0.1 -0.3
Br 0.885492 1.959080 -5.089035 0.1 -0.2 0.4
H 3.203400 1.086511 -5.067566 -0.1 0.0 0.1
C -2.335558 -6.314398 3.316262 -0.1 0.1 -0.1
Br -2.267184 -4.619417 2.390341 0.9 -2.8 0.5
Br -2.852510 -7.760161 2.139168 0.1 0.1 0.1
Br -0.675802 -6.695188 4.235375 -0.1 0.0 -0.1
H -3.106145 -6.233535 4.074947 0.1 0.0 0.0
C -5.242701 -2.651009 4.847786 -0.1 0.2 -0.3
Br -4.003783 -2.448539 3.376879 -2.0 0.4 2.4
Br -5.543089 -4.515463 5.279518 0.1 0.1 0.0
Br -4.685875 -1.635384 6.395853 0.0 -0.1 -0.1
H -6.194611 -2.243964 4.528551 0.0 -0.1 0.1
C 4.921581 6.413553 -6.164679 -0.1 0.0 0.0
Br 5.480389 7.998785 -7.117228 0.0 -0.2 0.1
Br 4.873825 4.866866 -7.317685 0.2 0.0 0.2
Br 5.999644 6.101913 -4.591263 -0.1 0.0 -0.2
H 3.907202 6.587613 -5.825537 0.1 0.0 0.0
C 0.904659 -1.777914 6.735812 -0.1 -0.1 0.0
Br 2.458578 -0.936013 5.948733 -0.2 -0.1 0.1
Br 0.086776 -0.655841 8.078305 0.1 -0.1 -0.2
Br -0.373571 -2.340521 5.398593 0.1 0.1 0.1
H 1.252014 -2.672187 7.238238 0.0 0.1 0.0
C 1.075595 4.844094 -9.397278 0.0 0.0 0.0
Br 2.014901 6.436359 -8.841999 -0.3 0.0 -0.1
Br 0.911408 3.585810 -7.939343 0.1 0.3 -0.3
Br -0.635000 5.255372 -10.196600 0.2 0.0 0.1
H 1.677267 4.369171 -10.162371 0.0 0.1 0.1



5.
49
Properties=species:S:1:pos:R:3:forces:R:3 method="wB97M-V/def2-TZVPD" gap_ev=6.9988 e_lumo_ev=4.28 e_homo_ev=-2.7 total_charge=-2 relative_energy_kcal_mol=3.9
Mg 0.124579 0.507631 -0.163996 -0.2 0.5 0.3
O -4.884612 1.448335 3.296612 0.0 0.0 0.0
C -3.907647 1.064146 2.407992 -0.1 0.1 0.1
C -3.482810 -0.250068 2.330036 0.0 0.0 0.0
C -2.500741 -0.580277 1.409000 -0.2 0.0 -0.1
N -1.931470 0.346749 0.634976 -0.1 0.0 0.0
C -2.354788 1.613839 0.712278 0.0 0.0 0.0
C -3.356767 2.019824 1.576565 0.0 0.0 -0.1
C -1.695910 2.641607 -0.241768 -0.2 -0.2 0.2
O -2.275987 3.721270 -0.357078 0.0 0.2 0.0
O -0.646770 2.246294 -0.819837 0.0 0.0 0.0
C -2.103776 -2.064100 1.287783 0.8 0.2 0.1
O -2.028321 -2.687006 2.349156 -0.3 -0.1 0.1
O -1.866165 -2.479990 0.119270 0.0 -0.1 -0.3
H -5.117399 0.675372 3.820920 0.0 0.0 0.0
H -3.882106 -1.027242 2.970087 0.0 0.0 0.0
H -3.668913 3.052739 1.584932 0.0 0.0 0.0
C 2.735873 -2.486917 -3.281174 0.0 -0.1 0.0
C 1.973663 -1.340356 -2.647105 0.1 -0.2 0.1
O 1.806973 -0.315739 -3.637078 0.0 0.2 -0.1
P 0.237386 -1.785180 -2.229077 0.1 0.3 0.0
O 0.166633 -2.993657 -1.279792 -0.3 -0.1 0.3
O -0.374924 -2.285191 -3.633476 0.0 -0.1 0.0
O -0.465813 -0.539242 -1.808813 0.2 -0.2 -0.2
P 2.905597 -0.600062 -1.214524 -0.3 -0.1 0.0
O 4.219650 -0.006469 -1.971243 0.0 0.1 0.0
O 3.368822 -1.648585 -0.267943 0.0 0.1 0.0
O 2.055870 0.573431 -0.786445 0.2 -0.3 -0.2
H 2.182870 -2.889924 -4.131400 0.0 0.0 0.0
H 2.892796 -3.273812 -2.544789 0.0 0.0 0.0
H 3.705037 -2.125118 -3.627836 0.0 0.0 0.0
H 1.494954 0.471942 -3.165195 0.0 0.0 0.0
H -0.630876 -2.863143 -0.576383 0.1 0.0 -0.1
H -0.868400 -1.549182 -4.012635 0.0 0.0 -0.1
H 4.969953 -0.438463 -1.548810 0.0 0.0 0.0
Cl 5.036454 0.101859 5.248132 -0.1 0.0 -0.1
C 3.688226 0.464890 4.175796 0.0 0.0 0.0
C 3.204503 1.777462 4.115959 0.1 0.0 0.1
C 2.160778 2.088333 3.292281 0.0 0.1 0.0
Cl 1.575365 3.727398 3.248353 0.0 -0.1 0.0
C 1.515149 1.122595 2.437481 0.0 -0.1 0.0
O 0.562882 1.428466 1.681768 0.1 0.2 -0.1
C 2.044937 -0.205368 2.561044 0.1 -0.1 0.1
C 1.465073 -1.296631 1.813274 0.0 0.0 0.0
O 0.597226 -1.190767 0.961292 0.0 -0.1 -0.1
C 3.110722 -0.513054 3.414469 0.0 0.0 0.0
H 3.657195 2.550010 4.723261 0.0 0.0 0.0
H 1.836215 -2.304119 2.060823 0.0 0.0 0.0
H 3.475358 -1.532472 3.453480 0.0 0.0 0.0